1.
The following is a DFT calculation (the ωB97M-V functional and the def2-TZVPD basis) of C4H5CrO5 as an isolated structure.

Positions of all 15 atoms, in Å:
O 0.892 0.833 0.114
O -0.343 -1.865 -0.117
C -1.198 -1.589 0.706
C -1.020 -0.655 1.863
O 0.275 -0.206 2.088
C 0.647 1.018 1.439
Cr 1.460 -0.916 -0.523
H -2.218 -2.003 0.593
H -1.387 -1.190 2.755
H -1.735 0.177 1.696
H 1.548 1.339 1.991
H -0.170 1.752 1.591
O 0.099 0.144 -2.202
C -0.576 0.937 -1.635
O -1.537 1.546 -1.376

Orbital gap (alpha / beta)   8.73 / 9.38 eV
Charge   +1
<S²>   6.02
Spin multiplicity   5

What are the Löwdin partial charges on each atom? They are as follows, in elementary charge units:
1 O -0.29
2 O -0.02
3 C -0.11
4 C -0.16
5 O -0.10
6 C -0.30
7 Cr 1.23
8 H 0.17
9 H 0.16
10 H 0.16
11 H 0.15
12 H 0.15
13 O 0.11
14 C -0.40
15 O 0.25

2.
The following is a DFT calculation (the ωB97M-V functional and the def2-TZVPD basis) of a 2-piece molecular cluster, C5H8N2 overall.

Positions of all 15 atoms, in Å:
C 0.113 1.539 1.704
C 1.022 -1.336 -0.197
C -0.365 -1.625 -0.641
C -1.490 -1.380 0.260
N -2.394 -1.192 0.956
N 0.441 -0.482 -1.038
C 0.334 0.545 -1.814
H -0.909 1.563 2.083
H 0.465 0.504 1.689
H 0.765 2.126 2.357
H 1.945 -1.873 -0.362
H -0.616 -2.291 -1.473
H 0.119 1.953 0.690
H -0.640 0.794 -2.213
H 1.209 1.155 -1.999

Orbital gap (alpha / beta)   8.65 / 8.65 eV

What are the Löwdin partial charges on each atom? They are as follows, in elementary charge units:
1 C -0.05
2 C -0.02
3 C -0.23
4 C -0.17
5 N 0.16
6 N -0.17
7 C 0.05
8 H 0.02
9 H 0.00
10 H 0.02
11 H 0.10
12 H 0.14
13 H 0.00
14 H 0.08
15 H 0.08

In eV, the energy relative to the best compared isomer or geometry (same formula, charge and spin) values for the records above are, in order, 0.000, 4.515.